Entry from OMol25: a cluster of 5 separate species, C5H23N2O4S in total in a non-equilibrium geometry (ωB97M-V with the def2-TZVPD basis set).

Geometry as XYZ:
```
35
Properties=species:S:1:pos:R:3:mulliken_charge:R:1
C 0.0702 -0.5719 0.9972 -0.490
N 0.7246 0.4315 1.8455 -0.159
C 2.1697 0.2058 2.0373 -0.889
C 2.9360 -0.0767 0.7457 -0.160
S 3.1767 -1.8542 0.3291 -0.159
C -1.4166 -0.2786 0.9172 -1.168
N -1.7296 0.7380 -0.1670 0.274
C -3.1844 0.9194 -0.2559 -0.849
H 0.5271 -0.6295 0.0158 0.371
H 0.1898 -1.5844 1.4072 0.348
H 0.2696 0.4872 2.7451 0.222
H 2.6161 1.1029 2.4687 0.369
H 2.3029 -0.6095 2.7478 0.424
H 2.4782 0.4920 -0.0636 0.018
H 3.9589 0.2338 0.8987 0.416
H 2.3854 -2.3705 1.2782 0.107
H -1.9711 -1.1713 0.6566 0.518
H -1.8124 0.1953 1.8066 0.498
H -1.1063 1.5519 -0.0778 0.242
H -1.4352 0.2729 -1.0266 0.229
H -3.6902 0.3582 0.5272 0.339
H -3.5454 1.9312 -0.1171 0.390
H -3.6528 0.4606 -1.1197 0.316
H 0.8007 2.4275 0.8484 0.312
H 0.9697 3.6244 -0.1538 0.289
O 0.6405 2.7241 -0.0636 -0.667
H 1.0589 1.1313 -1.1599 0.140
H 0.5567 1.1515 -2.6166 0.266
O 0.4984 0.6541 -1.7913 -0.537
H -1.5869 -2.0230 -1.6263 0.343
H -2.2979 -1.5358 -2.7670 0.306
O -2.4874 -1.6984 -1.8302 -0.623
H 0.8199 -1.5022 -2.5133 0.255
H 0.6174 -3.0038 -2.5672 0.273
O 0.1488 -2.1838 -2.3556 -0.566
```

For the LUMO energy, the calculation gives -2.60 eV. For the molecular weight, the calculation gives 207.3 g/mol. As for the total energy: -1012.7291 Ha. As for the energy relative to the best compared isomer or geometry (same formula, charge and spin): 22.1 kJ/mol. The value obtained for the frontier orbital gap is 9.44 eV. As for the charge: +1.

Entry from OMol25: a cluster of 6 separate species, C5H23N2O5 in total in a non-equilibrium geometry (ωB97M-V with the def2-TZVPD basis set).

Geometry as XYZ:
```
35
Properties=species:S:1:pos:R:3:mulliken_charge:R:1
C 0.2014 -2.3322 0.2469 -0.980
C 0.3707 -0.8681 -0.1363 -0.615
C 0.2634 0.0494 1.0552 1.452
C -0.5743 1.0897 1.0604 -1.970
C 2.3978 -0.6484 2.0702 -1.020
N 0.9791 -0.3493 2.1913 -0.215
N -0.9456 -2.4868 1.1769 -0.123
H 1.0845 -2.7050 0.7549 0.417
H 0.0409 -2.9439 -0.6206 0.460
H 1.3035 -0.7455 -0.6421 0.371
H -0.3695 -0.5870 -0.8771 0.270
H -0.6749 1.7481 1.9100 0.327
H -1.2715 1.2942 0.2624 0.351
H 2.7175 -1.3003 2.8719 0.300
H 3.0332 0.2286 2.1351 0.318
H 2.6443 -1.1244 1.1336 0.360
H 0.8069 0.2482 2.9794 0.280
H -1.8352 -2.0639 0.7814 0.211
H -1.1376 -3.4588 1.4010 0.407
H -0.7415 -1.9735 2.0399 0.410
H 3.6903 1.4341 -2.1396 0.304
H 2.5035 2.0296 -1.3547 0.387
O 3.1157 1.2707 -1.4025 -0.610
H -3.0291 -0.7814 -0.6698 0.423
H -3.9506 -1.4398 0.3999 0.325
O -3.1068 -1.5530 -0.0595 -0.721
H -3.5915 0.6161 -2.3334 0.298
H -2.1503 1.0108 -1.9628 0.388
O -2.9681 0.6077 -1.6046 -0.684
H 0.7486 2.8575 -0.1533 0.300
H 1.0148 4.0522 -1.0953 0.282
O 0.9648 3.0980 -1.0778 -0.752
H -0.1149 2.1312 -2.1219 0.400
H -0.7340 2.0229 -3.5346 0.306
O -0.6856 1.5723 -2.6845 -0.658
```

For the LUMO energy, the calculation gives -2.41 eV. For the molecular weight, the calculation gives 191.2 g/mol. As for the total energy: -689.8173 Ha. As for the energy relative to the best compared isomer or geometry (same formula, charge and spin): 26.5 kJ/mol. The value obtained for the frontier orbital gap is 9.52 eV. As for the charge: +1.

Entry from OMol25: a cluster of 6 separate species, C5H23NO6 in total in a non-equilibrium geometry (ωB97M-V with the def2-TZVPD basis set).

Geometry as XYZ:
```
35
Properties=species:S:1:pos:R:3:mulliken_charge:R:1
C 0.2891 -0.8594 -1.2325 -0.195
C 1.0178 0.4231 -1.7194 -0.772
O 0.2947 1.6002 -1.4240 -0.385
C 0.9947 -1.4493 -0.0233 0.052
N 0.1932 -2.2138 0.9748 0.105
C 0.6617 -3.5853 1.0355 -1.112
C -1.2409 -2.0085 1.0165 -1.059
H 0.0942 -1.6148 -1.9799 0.331
H -0.6823 -0.5037 -0.8997 -0.033
H 1.0819 0.3326 -2.8074 0.297
H 2.0095 0.4636 -1.2688 0.392
H -0.5656 1.4740 -1.0140 0.213
H 1.8390 -2.0977 -0.2564 0.401
H 1.4581 -0.6349 0.5262 -0.369
H -0.0710 -4.2247 1.5321 0.395
H 0.8518 -4.0791 0.0791 0.351
H 1.5478 -3.6661 1.6533 0.311
H -1.4725 -1.3866 1.8792 0.282
H -1.6358 -1.6006 0.0934 0.373
H -1.8093 -2.9376 1.0997 0.360
H -0.2044 3.7177 -1.7149 0.348
H 1.1839 3.8535 -1.0259 0.293
O 0.4631 4.3406 -1.4248 -0.605
H -2.4187 2.9452 -0.3739 0.363
H -1.5612 3.1257 0.8439 0.336
O -2.4780 2.9453 0.5892 -0.661
H 1.4503 -1.3005 2.3194 0.439
H 1.5114 -0.3076 3.4957 0.305
O 2.0200 -0.6339 2.7438 -0.756
H 1.3309 0.9497 1.5786 0.353
H 0.9198 1.9958 0.4302 0.339
O 1.0014 1.8295 1.3717 -0.650
H -3.1741 1.2311 -1.5933 0.275
H -2.4903 2.1016 -2.7021 0.270
O -2.4103 1.7748 -1.8018 -0.587
```

For the LUMO energy, the calculation gives 0.05 eV. Its structure (SMILES) is CN(C)CCCO.O.O.O.O.O. For the molecular weight, the calculation gives 193.2 g/mol. As for the total energy: -710.4380 Ha. As for the energy relative to the best compared isomer or geometry (same formula, charge and spin): 177.4 kJ/mol. The value obtained for the frontier orbital gap is 8.97 eV. As for the charge: 0.

Entry from OMol25: a cluster of 6 separate species, C5H23NO7 in total in a non-equilibrium geometry (ωB97M-V with the def2-TZVPD basis set).

Geometry as XYZ:
```
36
Properties=species:S:1:pos:R:3:mulliken_charge:R:1
C 0.5869 2.8952 1.7542 -1.432
C -0.2837 2.1664 0.6874 -0.059
C 0.5743 2.1302 -0.6104 -0.983
C -0.3061 1.8613 -1.8516 -0.178
O -0.2446 2.8937 -2.8143 -0.531
N -0.6330 0.8020 1.0888 -0.081
C -1.4322 0.7380 2.2967 -0.580
O -0.7458 0.1056 3.3495 -0.617
H 0.2304 3.9103 1.9144 0.289
H 0.9199 2.3653 2.6337 0.286
H 1.6255 2.9369 1.3898 0.439
H -1.1902 2.7231 0.4519 0.668
H 1.4269 1.4691 -0.4266 0.493
H 0.9762 3.1457 -0.6065 0.391
H 0.1015 0.9154 -2.2136 0.068
H -1.2892 1.7612 -1.3842 0.240
H -0.1442 2.4861 -3.6571 0.335
H 0.1680 0.1915 1.1745 0.254
H -2.3392 0.1840 2.0442 0.339
H -1.8254 1.7075 2.6185 0.328
H 0.0677 0.4992 3.6758 0.318
H -1.1533 -2.5975 -0.4684 0.324
H -1.2901 -3.8610 -1.3728 0.330
O -1.6429 -2.9872 -1.1963 -0.679
H -0.3007 -1.6038 2.9037 0.417
H -1.2166 -2.7599 3.0874 0.315
O -0.3333 -2.5640 2.7510 -0.662
H 2.2074 -1.5090 -1.5666 0.293
H 3.5121 -2.3330 -1.3908 0.300
O 3.1582 -1.5132 -1.7199 -0.643
H 0.3163 -1.8922 0.3363 0.305
H 0.7784 -1.9743 -1.0824 0.359
O 0.8628 -2.4440 -0.2414 -0.661
H 0.2347 -2.1213 -3.9251 0.255
H -0.8245 -1.9000 -2.8295 0.339
O 0.1109 -1.7587 -3.0416 -0.579
```

For the LUMO energy, the calculation gives 0.44 eV. Its structure (SMILES) is C[C@@H](CCO)NCO.O.O.O.O.O. For the molecular weight, the calculation gives 209.2 g/mol. As for the total energy: -785.6710 Ha. As for the energy relative to the best compared isomer or geometry (same formula, charge and spin): 265.2 kJ/mol. The value obtained for the frontier orbital gap is 9.77 eV. As for the charge: 0.

Entry from OMol25: a cluster of 7 separate species, C5H23NO7 in total in a non-equilibrium geometry (ωB97M-V with the def2-TZVPD basis set).

Geometry as XYZ:
```
36
Properties=species:S:1:pos:R:3:mulliken_charge:R:1
C -1.4852 -2.3171 -1.4805 -0.276
O -0.1286 -1.9635 -1.6695 -0.522
C -2.4560 -1.1732 -1.1116 -0.695
C -1.8387 0.2102 -1.1919 -0.941
C -0.9987 0.5012 0.0446 -0.065
C -1.3662 1.4794 0.8863 -0.463
N -0.7033 1.7234 2.0880 -0.389
H -1.5776 -3.1479 -0.7673 0.075
H -1.7389 -2.8464 -2.4038 0.365
H 0.1730 -1.1964 -1.1778 0.331
H -3.3741 -1.2495 -1.7070 0.385
H -2.8899 -1.4125 -0.1401 0.360
H -2.6160 0.9695 -1.1065 0.464
H -1.2704 0.3218 -2.1096 0.259
H -0.4014 -0.2482 0.5617 0.465
H -2.1390 2.1942 0.6237 0.308
H -0.3967 0.9198 2.6085 0.212
H -0.4226 2.6655 2.2677 0.168
H -0.7202 2.3572 -3.4919 0.362
H 0.4445 2.0801 -2.5964 0.309
O 0.1881 2.6424 -3.3394 -0.680
H 1.0921 -3.4340 1.0434 0.294
H -0.1720 -4.0402 0.4153 0.341
O 0.3596 -4.0169 1.2159 -0.620
H 2.1231 0.2877 1.4903 0.315
H 2.5718 -1.1441 1.7493 0.307
O 2.2062 -0.3707 2.1878 -0.635
H 0.4731 -0.3911 3.9105 0.307
H 0.3375 -1.7300 3.1574 0.307
O -0.1618 -1.0160 3.5547 -0.658
H 1.5916 4.0480 -0.1958 0.291
H 1.1325 3.4255 -1.4936 0.297
O 1.7696 3.3104 -0.7892 -0.570
H 3.5096 1.2189 -0.7739 0.282
H 2.0816 1.3001 -0.2917 0.310
O 2.6903 0.7172 -0.7410 -0.600
```

For the LUMO energy, the calculation gives 0.23 eV. Its structure (SMILES) is N/C=C/CCCO.O.O.O.O.O.O. For the molecular weight, the calculation gives 209.2 g/mol. As for the total energy: -785.6772 Ha. As for the energy relative to the best compared isomer or geometry (same formula, charge and spin): 249.1 kJ/mol. The value obtained for the frontier orbital gap is 8.61 eV. As for the charge: 0.

Entry from OMol25: a cluster of 7 separate species, C5H24FN11O5 in total in a non-equilibrium geometry (ωB97M-V with the def2-TZVPD basis set).

Geometry as XYZ:
```
46
Properties=species:S:1:pos:R:3:mulliken_charge:R:1
N 3.0590 1.4346 3.7392 -0.474
H 2.8346 1.1713 4.6881 0.375
H 2.2166 1.3050 3.1975 0.321
H 3.7609 0.8641 3.2897 0.373
H 3.2937 2.4140 3.8157 0.373
F 0.4671 0.5081 0.4884 -0.939
C -4.6151 -0.3314 -2.3004 0.606
O -5.7809 -0.3935 -2.6607 -0.646
N -3.5666 -0.5354 -3.0941 -0.372
N -4.2569 -0.2499 -1.0549 -0.366
H -2.6056 -0.3276 -2.8629 0.181
H -3.7404 -0.7744 -4.0599 0.203
H -3.3534 0.1535 -0.8526 0.195
H -4.9299 -0.3090 -0.3040 0.199
C 0.3890 -3.9198 1.4063 0.609
O 0.3792 -5.1036 1.7263 -0.725
N 1.1316 -3.0246 1.9718 -0.359
N -0.2573 -3.4938 0.4433 -0.320
H 1.1159 -2.1641 1.4431 0.172
H 1.8472 -3.2827 2.6362 0.208
H -0.0270 -2.5364 0.2189 0.172
H -0.7044 -4.1719 -0.1569 0.218
C -1.3701 0.4239 5.8739 0.714
O -0.2037 0.7419 6.1887 -0.711
N -1.8620 0.0172 4.7355 -0.332
N -2.3277 0.4886 6.6679 -0.353
H -2.7951 -0.3692 4.7474 0.148
H -1.4232 -0.0472 3.8281 0.183
H -2.1955 0.7692 7.6291 0.210
H -3.2556 0.1818 6.4131 0.145
C 1.3319 4.4026 -2.2524 0.678
O 1.7265 5.3639 -2.9478 -0.716
N 1.7187 3.1807 -2.4101 -0.276
N 0.5893 4.5691 -1.2359 -0.335
H 2.3097 2.7994 -3.1350 0.167
H 1.3703 2.5814 -1.6755 0.122
H 0.2571 3.7907 -0.6846 0.142
H 0.2039 5.4296 -0.8739 0.208
C 2.8127 -1.0503 -5.2717 0.655
O 3.3762 0.0190 -5.2379 -0.631
N 2.1261 -1.5491 -4.2507 -0.344
N 2.5736 -1.6708 -6.4126 -0.400
H 1.6432 -2.4254 -4.3888 0.141
H 2.0733 -1.2150 -3.2990 0.189
H 1.9451 -2.4613 -6.4296 0.164
H 2.7180 -1.2034 -7.2962 0.228
```

For the LUMO energy, the calculation gives -1.60 eV. For the molecular weight, the calculation gives 337.3 g/mol. As for the total energy: -1283.2800 Ha. As for the energy relative to the best compared isomer or geometry (same formula, charge and spin): 649.5 kJ/mol. The value obtained for the frontier orbital gap is 6.98 eV. As for the charge: 0.